Record 1
Below is a gas-phase ion, C6H13N2O (charge +1), with properties calculated with wB97M-V/def2-TZVPD.

Structure (XYZ):
```
22
Properties=species:S:1:pos:R:3:forces:R:3:mulliken_charge:R:1
O -3.167517 -0.215827 -0.259037 -1.3 0.0 0.2 -0.547
N -0.962301 -0.612875 -0.049102 0.2 -1.6 -0.2 -0.441
N 0.266165 0.169379 0.020486 -1.6 -1.6 2.0 0.444
C -1.101345 -2.172382 0.077247 -0.7 2.8 -0.6 -0.873
C 0.643019 0.237925 1.489403 1.8 2.9 -0.4 -0.683
C -0.150630 1.476804 -0.481726 -0.9 1.6 -2.4 -0.573
C -2.079253 0.226741 -0.110557 1.2 -0.7 -0.3 0.565
C -1.582989 1.655029 -0.075932 -1.8 -0.5 -0.4 -0.447
C 1.316216 -0.344071 -0.806107 1.8 0.6 0.1 -1.081
H -0.964014 -2.565641 1.073692 0.0 0.3 0.4 0.301
H 1.740003 -1.265298 -0.533286 -0.2 -1.5 0.7 0.443
H -0.019579 -0.322518 2.051779 -1.1 -1.4 0.9 0.329
H 1.042913 -0.348023 -1.811232 -0.7 -0.1 -1.6 0.364
H 0.494256 2.262087 -0.147051 0.6 0.2 0.3 0.335
H -2.219958 2.136838 -0.854039 0.7 0.2 0.8 0.344
H -1.815993 2.022907 0.932333 0.3 0.3 -0.4 0.291
H 2.146071 0.333022 -0.694715 0.3 0.6 -0.1 0.512
H 1.697175 -0.066508 1.619430 -0.6 0.2 0.0 0.343
H -0.125208 1.460983 -1.623464 0.2 -0.2 1.6 0.328
H -2.152667 -2.224294 -0.264549 0.6 -0.5 0.3 0.371
H 0.479637 1.316840 1.818761 0.6 -1.4 -0.4 0.302
H -0.438818 -2.651942 -0.607008 0.4 -0.2 -0.6 0.373
```
Forces are in eV/Å.

Output
**HOMO**: -0.5238 hartree
**Kohn-Sham gap**: 11.41 eV
**Charge**: +1
**E_LUMO**: -2.8405 eV
**SMILES**: CN1C(=O)CC[N+]1(C)C

=====

Record 2
Below is a molecular structure, C4H11N4, with properties calculated with wB97M-V/def2-TZVPD.

Structure (XYZ):
```
19
Properties=species:S:1:pos:R:3:forces:R:3:mulliken_charge:R:1
N -0.400357 1.548287 0.601633 0.4 2.9 -0.4 -0.215
N 1.697678 -1.083659 -0.097290 1.1 -0.6 -1.7 -0.313
N 0.521580 -0.604514 -0.734616 1.7 -0.7 1.7 -0.144
N 1.078830 -0.002631 1.766486 -4.8 1.8 -0.4 -0.499
C -0.163522 0.312703 0.863429 3.5 -0.8 1.7 0.225
C -1.684690 2.069193 0.152937 -0.6 -2.9 -0.6 -0.767
C 1.910187 -0.736952 1.214588 0.3 -0.9 -0.5 -0.061
C -0.349207 -1.697665 -1.101276 -1.6 2.1 0.9 -0.792
H -1.042849 -0.303853 0.911265 -0.1 -0.4 0.6 0.366
H 2.476859 -1.273272 -0.715248 -0.1 -0.2 0.2 0.247
H -2.452489 1.291772 0.462372 0.4 1.7 0.3 0.260
H 0.372092 2.190451 0.372548 -0.3 -0.7 0.8 0.306
H -1.168039 -1.102471 -1.513131 -0.5 -0.8 -0.4 0.379
H -0.686145 -2.103872 -0.157759 -0.1 -0.8 -0.1 0.313
H -1.719806 1.940023 -0.905966 0.0 0.2 -1.2 0.360
H -1.800548 3.117837 0.314997 -0.4 0.4 0.9 0.308
H 2.680059 -1.202098 1.867279 0.0 0.4 -1.2 0.389
H 0.685867 0.021736 -1.509862 0.5 0.3 0.0 0.332
H 0.044501 -2.381015 -1.792385 0.6 -1.0 -0.8 0.308
```
Forces are in eV/Å.

Output
**HOMO**: -0.5172 hartree
**Kohn-Sham gap**: 11.13 eV
**Charge**: +1
**E_LUMO**: -2.9481 eV

=====

Record 3
Below is C5H12NO2 in the gas phase, with properties calculated with wB97M-V/def2-TZVPD.

Structure (XYZ):
```
20
Properties=species:S:1:pos:R:3:forces:R:3:mulliken_charge:R:1
O -1.543766 -1.670912 0.027260 1.2 2.2 -1.3 -0.562
O -1.647430 -0.799116 -2.047213 -1.9 -0.2 -2.9 -0.128
N -0.172196 1.280074 -1.459306 1.3 0.9 -1.1 -1.195
C 1.570171 -0.924481 1.305498 2.0 -0.6 -5.8 -1.148
C -1.142201 -0.838976 -0.811108 0.2 -3.1 1.1 0.297
C -0.459310 0.532019 1.562558 0.6 -1.0 3.9 -1.595
C 0.239810 -0.072892 -0.860276 -1.9 -2.5 2.1 -1.270
C 0.658360 0.134177 0.607122 0.9 1.7 0.4 0.681
H 0.107641 1.075125 2.397043 -1.1 0.1 -1.2 0.388
H -1.321361 1.039971 1.207999 -0.4 1.0 -0.6 0.434
H -2.413989 -1.385617 -2.399196 1.8 1.0 1.9 0.309
H 2.614489 -0.629294 0.729153 -2.0 -1.4 1.6 0.308
H 1.754612 -0.712908 2.311662 -0.2 0.0 1.6 0.417
H 0.653761 1.967050 -1.658063 -0.6 -0.9 -0.1 0.904
H -0.858039 1.886160 -0.919607 0.1 -0.9 0.5 0.780
H 1.304372 -2.035414 0.988879 0.4 2.4 1.2 0.222
H 1.006128 -0.781852 -1.371177 -1.3 2.0 0.0 0.070
H -0.956741 -0.263956 2.258396 1.1 0.5 -1.9 0.247
H 1.312683 1.082494 0.467153 -0.8 -1.3 0.7 0.370
H -0.706987 1.118351 -2.336772 0.6 0.0 0.1 0.471
```
Forces are in eV/Å.

Output
**HOMO (alpha / beta)**: -0.1453 / -0.3730 hartree
**Kohn-Sham gap (alpha / beta)**: 4.56 / 10.56 eV
**Spin multiplicity**: 2
**E_LUMO (alpha / beta)**: 0.6093 / 0.4066 eV

=====

Record-wise energy relative to the best compared isomer or geometry (same formula, charge and spin) values, in kcal per mole: 56.8; 78.1; 80.8
Record-wise energy values, in Eh: -420.862423; -377.702316; -402.767791